[1]
A cluster of 2 separate species, C8H16N2 in total at a distorted geometry, computed with the ωB97M-V functional and the def2-TZVPD basis.

The geometry in XYZ format:
```
26
Properties=species:S:1:pos:R:3:forces:R:3
C 2.672885 -0.221457 -0.571071 -0.103 0.061 -0.079
C 1.600837 0.700778 -1.154541 0.121 -0.757 -0.405
N 1.082719 0.170575 -2.399584 0.048 0.047 0.029
C 0.530050 1.051447 -0.135973 0.217 3.381 1.282
N 0.214085 2.054186 0.429852 1.587 -1.622 -1.664
H 2.310224 -1.244900 -0.486724 -0.014 0.032 0.015
H 3.542712 -0.230861 -1.228840 -0.064 0.053 0.012
H 2.974678 0.124962 0.417213 0.025 -0.011 -0.014
H 2.068027 1.662426 -1.384031 -0.155 -0.089 0.105
H 0.405143 0.801464 -2.813058 0.049 -0.009 0.024
H 0.616113 -0.717243 -2.259746 0.055 0.031 0.002
C -1.743139 -0.104302 -0.789641 0.917 0.170 0.440
C -0.857224 -0.432894 0.198792 -2.846 -1.760 1.025
C -0.254781 -1.828633 0.135307 0.253 0.234 -0.163
C -1.259545 -0.150103 1.748260 1.188 0.018 -1.323
C -1.755913 1.217514 2.023493 1.201 1.892 -1.650
H -2.270650 0.836207 -0.779000 -0.286 0.049 0.177
H -1.867630 -0.720962 -1.667821 0.182 -0.019 -0.205
H 0.622951 -1.902057 0.777078 0.031 -0.082 -0.036
H -0.980819 -2.564009 0.488380 -0.010 0.107 0.071
H 0.016159 -2.118009 -0.879385 0.077 -0.061 -0.027
H -0.343348 -0.330728 2.314549 -0.063 -0.122 0.130
H -1.981941 -0.935047 1.981778 0.157 -0.084 -0.085
H -2.785978 1.389164 1.713594 -0.079 -0.011 0.157
H -1.551800 1.571890 3.030773 -0.229 -0.111 0.108
H -1.003815 1.920592 1.290346 -2.259 -1.337 2.073
```
Positions in Å, forces in eV/Å.

Its total charge is 0. As for the total energy: -423.793421 hartree. The calculation puts the LUMO energy at 0.001 Eh. The calculation puts the energy above the lowest of the compared OMol25 structures with the same formula, charge and spin at 383.9 kJ/mol. As for the orbital gap: 0.2984 Eh. Its strongest force on any atom is 3.622 eV/Å. Its SMILES is C[C@@H](N)C#N.C=C(C)CC.

In the Löwdin picture, each atom carries the following charge in e: -0.0508, -0.4100, 0.0567, -0.2016, 0.1517, 0.0578, 0.0815, 0.0863, 0.1405, 0.0833, 0.0494, 0.0427, -0.4098, -0.0808, -0.2213, -0.1425, 0.0714, 0.0677, 0.0749, 0.0889, 0.0671, 0.1047, 0.1105, 0.0640, 0.0650, 0.0525


[2]
A cluster of 2 separate species, C8H16N2 in total at a distorted geometry, computed with the ωB97M-V functional and the def2-TZVPD basis.

The geometry in XYZ format:
```
26
Properties=species:S:1:pos:R:3:forces:R:3
C 3.030692 -0.271584 1.631621 -2.808 -2.320 0.635
C 0.902218 1.546770 -0.627859 1.537 -2.486 0.784
C 2.177764 0.123051 0.414730 2.287 3.391 5.985
C 2.139545 -0.422416 -0.825245 -4.373 2.912 -3.589
N 1.485856 1.344127 0.573589 -0.107 -1.415 -2.653
N 1.211136 0.468266 -1.497697 2.389 -2.782 0.791
H 0.356256 2.399542 -1.008580 -0.141 -0.023 0.362
H 0.779713 0.058617 -2.330144 -0.202 1.173 0.076
H 2.547923 -1.281275 -1.288542 0.296 -0.651 -0.272
H 3.799732 0.365477 2.007388 0.265 1.182 -0.302
H 3.501206 -1.295089 1.617463 -0.727 0.929 -0.490
H 2.214100 -0.302611 2.480176 1.555 0.065 -1.313
C -2.105967 -0.708110 0.010970 3.121 0.876 -0.225
C -2.390245 -0.014245 -1.289454 -1.940 2.472 -2.213
C -1.968548 0.300326 1.167710 -0.191 4.951 -1.440
C -3.076258 -1.846403 0.263695 1.612 -2.284 1.591
H -0.994736 -1.163340 -0.180249 -2.340 0.680 0.690
H -1.619947 0.426333 -1.940229 0.844 -0.750 0.483
H -3.030701 0.949499 -1.356952 0.349 -1.540 1.244
H -2.851429 0.944695 1.503032 -0.070 -0.616 -2.013
H -1.946540 0.016612 2.119025 1.294 -2.919 3.919
H -1.178451 1.236541 1.217391 -1.327 -2.628 -1.017
H -2.406466 -2.712629 0.717181 -1.702 1.578 -0.511
H -3.848347 -1.577466 1.003605 0.198 -0.198 -0.479
H -3.501367 -2.311917 -0.638015 0.025 0.562 0.265
H -2.955089 -0.684081 -1.930807 0.156 -0.157 -0.307
```
Positions in Å, forces in eV/Å.

Its multiplicity is 2. Its total charge is +1. As for the total energy: -423.514802 hartree. The calculation puts the LUMO energy (alpha / beta) at -0.149 / -0.306 Eh. The calculation puts the energy above the lowest of the compared OMol25 structures with the same formula, charge and spin at 298.9 kJ/mol. As for the orbital gap (alpha / beta): 0.3551 / 0.1985 Eh. Its strongest force on any atom is 7.250 eV/Å.

In the Löwdin picture, each atom carries the following charge in e: 0.0093, -0.0213, -0.2283, 0.1321, 0.1516, 0.1166, 0.1522, 0.1626, 0.1462, 0.0812, 0.1025, 0.1435, -0.4934, -0.1295, -0.1068, -0.0821, 0.1439, 0.0413, 0.1159, 0.1049, -0.0008, 0.1122, 0.1183, 0.0868, 0.0759, 0.0651


[3]
A cluster of 2 separate species, C8H16N2O2 in total at a distorted geometry, computed with the ωB97M-V functional and the def2-TZVPD basis.

The geometry in XYZ format:
```
28
Properties=species:S:1:pos:R:3:forces:R:3
C -0.646799 -1.910017 1.858106 0.940 0.465 0.166
C -1.585028 -2.933485 1.285695 0.224 0.045 -0.775
C -1.805328 -1.443058 1.023411 0.178 0.130 0.146
C -2.933624 -0.751036 1.749928 -0.383 -0.115 -0.646
C -4.154618 -0.435313 1.001205 -1.232 -0.576 -0.606
O -3.316963 0.596495 1.399336 1.236 0.478 0.158
H -0.672761 -1.678397 2.940519 -0.016 -0.232 -0.793
H 0.354363 -1.786142 1.388697 -0.808 -0.342 0.542
H -1.190587 -3.556934 0.455890 -0.438 0.611 0.603
H -2.309665 -3.451555 1.903579 0.179 0.128 0.173
H -1.578159 -1.085703 0.004893 -0.278 -0.082 0.661
H -2.999495 -0.888074 2.832904 0.025 -0.326 -0.319
H -5.144328 -0.461513 1.472980 0.320 -0.014 -0.056
H -4.183439 -0.593909 -0.096845 0.091 -0.144 0.719
C 1.761402 2.458481 0.102764 -0.492 -0.409 -0.512
C 0.876156 1.425692 -0.643861 0.386 -0.696 1.069
O 1.130313 1.474726 -2.042244 0.810 -0.127 -0.091
C 2.380845 1.031207 -2.328822 2.107 -1.051 0.037
N 3.111789 0.323235 -1.548674 -1.360 0.531 -0.032
N 4.433944 -0.067489 -1.733180 -2.120 0.728 2.302
H 2.779436 2.364283 -0.309649 -0.443 0.241 0.390
H 1.796890 2.214938 1.170865 -0.068 0.189 -0.197
H 1.371086 3.472400 -0.058173 0.205 -0.237 0.155
H 1.165055 0.401890 -0.310525 -0.431 0.692 0.029
H -0.204367 1.550961 -0.521544 0.292 0.198 0.041
H 2.751741 1.368803 -3.283875 -0.192 0.220 -0.513
H 4.545994 -0.883091 -1.151782 0.528 -0.009 -0.605
H 4.833263 -0.002773 -2.612241 0.740 -0.297 -2.048
```
Positions in Å, forces in eV/Å.

Its total charge is 0. As for the total energy: -574.261485 hartree. The calculation puts the LUMO energy at 0.038 Eh. The calculation puts the energy above the lowest of the compared OMol25 structures with the same formula, charge and spin at 200.0 kJ/mol. As for the orbital gap: 0.3446 Eh. Its strongest force on any atom is 3.214 eV/Å. Its SMILES is C1CC1[C@@H]1CO1.CCO/C=N/N.

In the Löwdin picture, each atom carries the following charge in e: -0.1405, -0.1108, -0.2524, -0.2475, -0.1608, -0.0424, 0.1100, 0.1040, 0.1080, 0.0979, 0.1462, 0.1508, 0.1103, 0.1241, -0.0657, -0.2538, -0.0802, -0.2498, -0.0472, 0.0175, 0.0638, 0.0753, 0.0747, 0.0989, 0.1172, 0.1271, 0.0799, 0.0454


[4]
A cluster of 2 separate species, C8H16N2O2S in total at a distorted geometry, computed with the ωB97M-V functional and the def2-TZVPD basis.

The geometry in XYZ format:
```
29
Properties=species:S:1:pos:R:3:forces:R:3
C 2.678694 0.871447 0.668865 0.345 -0.079 0.251
C 1.617860 -2.162211 -0.477983 -0.064 -1.432 -0.661
C 2.360140 2.311008 0.781103 -0.079 0.131 0.024
C -2.119284 -0.667262 -1.530940 -0.024 -0.082 0.049
C -2.909093 0.273739 0.682583 0.084 -0.151 0.177
C -0.982310 1.339288 -0.542437 0.053 -0.029 0.052
C 2.681197 -1.194409 -0.373008 1.100 0.378 0.274
C -1.741023 0.053384 -0.251617 0.235 -0.324 0.064
N 1.015098 -3.121574 -0.675792 0.077 -0.278 -0.079
N 2.248122 0.167368 -0.277862 -0.341 0.220 -0.464
O -0.389509 -0.459679 1.960801 0.252 0.298 1.005
O -1.337924 -2.392466 0.700933 -0.090 0.587 0.058
S -0.464006 -1.003554 0.617003 -1.437 0.505 -0.457
H 3.337181 0.459782 1.448384 -0.071 -0.115 -0.049
H 1.708253 2.466033 1.638998 -0.058 0.090 0.121
H 3.277425 2.872764 0.950919 0.018 0.105 0.027
H 1.867515 2.662554 -0.119610 -0.050 0.052 -0.034
H -1.230243 -0.878181 -2.124508 0.047 -0.043 -0.146
H -2.617882 -1.606633 -1.303890 -0.040 -0.050 -0.052
H -2.795073 -0.055784 -2.127776 -0.008 0.097 -0.039
H -2.538387 0.619558 1.646347 -0.076 0.057 0.065
H -3.449007 -0.657732 0.839529 -0.107 -0.037 0.027
H -3.595239 1.018513 0.281142 -0.017 0.047 -0.105
H -0.704154 1.825785 0.389545 0.034 0.122 0.085
H -0.071256 1.120189 -1.097162 0.070 0.084 -0.087
H -1.593797 2.027260 -1.125277 -0.102 0.000 -0.028
H 3.257209 -1.293774 -1.306234 -0.025 -0.058 0.279
H 3.321557 -1.509292 0.473261 -0.078 0.064 -0.230
H -0.832060 -3.086123 0.254680 0.350 -0.159 -0.127
```
Positions in Å, forces in eV/Å.

Its total charge is 0. As for the total energy: -972.550884 hartree. The calculation puts the LUMO energy at 0.028 Eh. The calculation puts the energy above the lowest of the compared OMol25 structures with the same formula, charge and spin at 287.9 kJ/mol. As for the orbital gap: 0.3449 Eh. Its strongest force on any atom is 1.590 eV/Å.

In the Löwdin picture, each atom carries the following charge in e: -0.2219, -0.2764, -0.0628, -0.0820, -0.0750, -0.0982, -0.2255, -0.6934, 0.1429, 0.0089, -0.4320, -0.2674, 0.8929, 0.1280, 0.0841, 0.0780, 0.0748, 0.0833, 0.0776, 0.0900, 0.0771, 0.0851, 0.0911, 0.0760, 0.0629, 0.0910, 0.1391, 0.1315, 0.0204